--- i ---
60
Properties=species:S:1:pos:R:3:nbo_charge:R:1 method="wB97M-V/def2-TZVPD" smiles="Cc1ccc(C)c(CN2C(=O)CSc3ccc(C(=O)NCCN4CCOCC4)cc32)c1" e_homo_ev=-8.243 lumo_energy_ev=0.33 homo_lumo_gap_ev=8.58
C -0.9756 -3.1750 -2.5569 -0.6292
C -0.7417 -2.8221 -1.1200 -0.0050
C 0.4218 -3.2058 -0.4669 -0.2269
C 0.6133 -2.8879 0.8641 -0.1955
C -0.3354 -2.1782 1.5905 -0.0447
C -0.0648 -1.8522 3.0297 -0.6412
C -1.5088 -1.7927 0.9399 0.0583
C -2.6099 -1.0390 1.6444 -0.2740
N -3.1634 0.0166 0.8019 -0.4580
C -4.5051 0.0094 0.5726 0.6803
O -5.2439 -0.8480 1.0078 -0.5961
C -5.0305 1.1741 -0.2390 -0.6189
S -4.0985 1.3269 -1.7872 0.2889
C -2.5321 1.5395 -1.0127 -0.2063
C -1.5689 2.3332 -1.6201 -0.2126
C -0.3368 2.5329 -1.0302 -0.1903
C -0.0679 1.9503 0.2052 -0.1399
C 1.2121 2.0777 0.9625 0.6671
O 1.2867 1.7779 2.1416 -0.6339
N 2.2817 2.5028 0.2542 -0.6072
C 3.6141 2.5906 0.8071 -0.2435
C 4.6361 1.7778 0.0053 -0.2199
N 4.7766 0.4118 0.4778 -0.4393
C 5.8317 -0.3243 -0.2022 -0.2458
C 5.4155 -0.8047 -1.6009 -0.0879
O 4.2260 -1.5648 -1.5587 -0.5317
C 3.1756 -0.8434 -0.9444 -0.0968
C 3.5714 -0.4043 0.4683 -0.2605
C -1.0411 1.1657 0.8113 -0.2037
C -2.2706 0.9208 0.2170 0.2191
C -1.6956 -2.1247 -0.3960 -0.2340
H -1.4703 -4.1443 -2.6266 0.2211
H -0.0338 -3.2383 -3.0973 0.2167
H -1.6130 -2.4369 -3.0387 0.2167
H 1.1785 -3.7627 -1.0010 0.2139
H 1.5252 -3.1967 1.3546 0.2079
H -0.9146 -2.1013 3.6622 0.2144
H 0.1607 -0.7917 3.1504 0.2304
H 0.7981 -2.4114 3.3821 0.2208
H -2.2702 -0.6095 2.5888 0.2089
H -3.4452 -1.7150 1.8580 0.2673
H -6.0744 0.9980 -0.4904 0.2613
H -4.9315 2.1117 0.3127 0.2380
H -1.8041 2.7902 -2.5689 0.2246
H 0.3782 3.1704 -1.5280 0.2058
H 2.1830 2.6965 -0.7287 0.3924
H 3.5643 2.2288 1.8356 0.2498
H 3.9245 3.6415 0.8160 0.1983
H 5.6183 2.2430 0.1310 0.2053
H 4.3721 1.8508 -1.0652 0.1545
H 6.7245 0.2997 -0.2736 0.1994
H 6.0627 -1.1977 0.4148 0.2002
H 6.1780 -1.4610 -2.0235 0.1951
H 5.2817 0.0580 -2.2734 0.1535
H 2.3163 -1.5141 -0.9139 0.2122
H 2.9152 0.0324 -1.5607 0.1494
H 2.7534 0.1202 0.9536 0.2186
H 3.7949 -1.2990 1.0572 0.2004
H -0.7980 0.7504 1.7741 0.2438
H -2.6154 -1.8363 -0.8862 0.2088

=====

--- ii ---
60
Properties=species:S:1:pos:R:3:nbo_charge:R:1 method="wB97M-V/def2-TZVPD" smiles="Cc1ccc(S(=O)(=O)NC(=O)c2cc(C)n(C[C@H](c3ccccc3)N(C)C)c2C)cc1" e_homo_ev=-7.863 lumo_energy_ev=0.62 homo_lumo_gap_ev=8.48
C -5.8409 -2.5863 -1.2116 -0.6315
C -5.0112 -1.5187 -0.5687 0.0134
C -3.7376 -1.8011 -0.0851 -0.2320
C -2.9791 -0.8184 0.5273 -0.1208
C -3.5007 0.4541 0.6526 -0.3636
S -2.5728 1.7376 1.4751 2.3174
O -3.4297 2.3204 2.4666 -0.9331
O -1.2962 1.2387 1.8842 -0.9311
N -2.3830 2.9499 0.3093 -0.8973
C -1.1493 3.2727 -0.2668 0.6955
O -0.8114 4.4334 -0.3687 -0.5803
C -0.3993 2.1259 -0.7318 -0.2655
C -0.9276 0.8967 -1.2053 -0.2759
C 0.1262 0.0960 -1.5336 0.1608
C 0.0969 -1.2772 -2.1073 -0.6519
N 1.2879 0.7883 -1.2776 -0.3492
C 2.6143 0.2830 -1.5038 -0.2020
C 3.3295 -0.3119 -0.2564 -0.0639
C 2.3454 -1.1692 0.5021 -0.0331
C 2.4165 -2.5532 0.4003 -0.2180
C 1.5026 -3.3587 1.0583 -0.2187
C 0.5092 -2.7873 1.8349 -0.2105
C 0.4371 -1.4090 1.9490 -0.2090
C 1.3416 -0.6037 1.2806 -0.2059
N 3.9439 0.7250 0.5776 -0.4475
C 5.1164 1.2945 -0.0611 -0.4134
C 4.3259 0.2278 1.8885 -0.4144
C 0.9808 2.0269 -0.8079 0.2476
C 2.0021 3.0333 -0.4323 -0.6792
C -4.7653 0.7581 0.1888 -0.1593
C -5.5158 -0.2289 -0.4249 -0.2183
H -6.4332 -2.1785 -2.0272 0.2212
H -5.2162 -3.3899 -1.5926 0.2185
H -6.5282 -3.0095 -0.4788 0.2272
H -3.3354 -2.7981 -0.1893 0.2149
H -1.9837 -1.0150 0.8916 0.2394
H -2.9067 3.7724 0.5823 0.4299
H -1.9644 0.6677 -1.3414 0.2266
H 0.6352 -1.9827 -1.4755 0.2286
H 0.5357 -1.3010 -3.1063 0.2122
H -0.9377 -1.6006 -2.1828 0.2317
H 3.2205 1.0867 -1.9250 0.2144
H 2.5442 -0.5141 -2.2474 0.2179
H 4.1259 -0.9759 -0.6516 0.1744
H 3.1945 -3.0079 -0.1988 0.2099
H 1.5718 -4.4331 0.9668 0.2133
H -0.2001 -3.4157 2.3538 0.2125
H -0.3205 -0.9381 2.5562 0.2333
H 1.2591 0.4661 1.3818 0.2384
H 4.8646 1.7403 -1.0198 0.1961
H 5.5140 2.0811 0.5781 0.2088
H 5.9075 0.5446 -0.2239 0.1679
H 5.0559 -0.5945 1.8275 0.1646
H 3.4522 -0.1212 2.4310 0.2183
H 4.7741 1.0465 2.4492 0.2026
H 2.5690 3.3511 -1.3088 0.2137
H 1.5011 3.9043 -0.0213 0.2571
H 2.6956 2.6190 0.2974 0.2493
H -5.1468 1.7581 0.3179 0.2312
H -6.5044 -0.0005 -0.7951 0.2167

=====

Which structure loses on stability? ii does.

=====

--- i ---
52
Properties=species:S:1:pos:R:3:nbo_charge:R:1 method="wB97M-V/def2-TZVPD" smiles="CCCC(=O)NCO.O.O.O.O.O.O.O.O.O.O.O" e_homo_ev=-9.965 lumo_energy_ev=0.09 homo_lumo_gap_ev=10.06
C -0.4796 -1.0915 0.4546 -0.6536
C 1.0123 -1.2943 0.8293 -0.4208
C 1.9040 -1.4544 -0.4419 -0.4881
C 2.0065 -0.1349 -1.1827 0.7021
O 1.5833 -0.0316 -2.3392 -0.7089
N 2.6349 1.0090 -0.7164 -0.6511
C 3.2396 1.1532 0.5974 0.1033
O 3.7944 0.0736 1.2507 -0.7292
H -0.8804 -0.1087 0.1749 0.2072
H -1.0612 -1.3262 1.3509 0.2451
H -0.6926 -1.9165 -0.2397 0.2211
H 1.4514 -0.5499 1.4503 0.1992
H 1.0317 -2.1681 1.4975 0.2406
H 1.5779 -2.1710 -1.1893 0.2280
H 2.8837 -1.8859 -0.1430 0.2089
H 2.8769 1.7798 -1.3348 0.4564
H 4.0385 1.9556 0.6124 0.1827
H 2.4790 1.5835 1.2799 0.1483
H 3.6789 -0.8155 0.9288 0.4882
O 1.8537 2.7308 -2.7976 -0.9719
H 1.2611 3.4837 -2.8561 0.4793
H 1.3559 1.9379 -3.0463 0.4981
O -2.4733 1.9867 -1.2039 -1.0206
H -2.1827 1.4768 -1.9910 0.5191
H -3.1706 2.6310 -1.3145 0.4788
O -1.6203 -0.6168 3.6870 -0.9565
H -2.4863 -0.3527 4.0390 0.4604
H -1.1097 0.2055 3.6292 0.4920
O -1.8082 0.5635 -3.3863 -0.9645
H -2.2080 0.0569 -4.1123 0.4908
H -0.9211 0.1217 -3.4671 0.4979
O 0.9295 0.5919 3.3017 -0.9922
H 0.8717 1.1011 2.4808 0.5030
H 1.4545 -0.2082 3.3302 0.4907
O -0.4500 -3.9345 0.7973 -0.9892
H -1.0422 -3.5832 0.1312 0.5017
H -0.8064 -4.1338 1.6716 0.4880
O -0.0217 2.0473 1.0247 -0.9851
H 0.2567 1.6552 0.1803 0.4914
H -0.9336 2.2266 0.7279 0.5110
O -0.2671 3.7503 3.0365 -0.9491
H 0.1405 3.5375 2.1778 0.4840
H -0.6102 2.8892 3.2986 0.4595
O -0.4272 -1.8227 -3.3323 -0.9875
H -0.2031 -2.6788 -2.9439 0.4720
H 0.3151 -1.3004 -2.9643 0.5008
O -2.3400 -2.4825 -1.1019 -0.9711
H -2.7681 -1.6201 -1.1403 0.5078
H -1.9251 -2.5488 -1.9682 0.4752
O -3.6170 -0.2423 0.1928 -0.9465
H -4.0276 -0.6617 0.9629 0.4733
H -4.0983 0.5866 0.1167 0.4799

=====

--- ii ---
52
Properties=species:S:1:pos:R:3:nbo_charge:R:1 method="wB97M-V/def2-TZVPD" smiles="CC(C)CNC(=O)O.O.O.O.O.O.O.O.O.O.O.O" e_homo_ev=-9.687 lumo_energy_ev=0.24 homo_lumo_gap_ev=9.92
C 0.5292 0.3815 -2.1928 -0.6050
C -0.5939 -0.6222 -1.7915 -0.2323
C -1.8627 -0.2217 -2.5164 -0.6097
C -0.6578 -0.6791 -0.2538 -0.2123
N 0.0125 -1.8498 0.2723 -0.6475
C -0.6549 -3.0038 0.5715 0.8868
O -1.8684 -3.1198 0.6615 -0.7053
O 0.2561 -3.9632 0.8500 -0.7255
H 0.2096 1.3630 -1.8320 0.2087
H 0.7021 0.2951 -3.2617 0.2104
H 1.4537 0.2414 -1.6241 0.1987
H -0.2479 -1.5650 -2.2204 0.1985
H -2.7405 -0.8061 -2.2368 0.2035
H -1.7724 -0.4550 -3.5797 0.2111
H -2.0880 0.8401 -2.4099 0.2093
H -0.1083 0.1756 0.1411 0.2069
H -1.6767 -0.5985 0.1116 0.2075
H 1.0137 -1.8862 0.3719 0.4309
H -0.1958 -4.8290 1.0048 0.5200
O 0.6740 3.7537 2.7385 -0.9762
H 0.2968 4.1689 3.5179 0.4876
H -0.0637 3.7243 2.1214 0.5044
O 4.7940 -0.1367 -1.5405 -0.9459
H 4.7299 -0.7100 -0.8034 0.4794
H 3.9764 -0.2680 -2.0210 0.4679
O 3.3702 3.7758 -0.6079 -0.9725
H 3.5383 2.8200 -0.7920 0.4921
H 4.2122 4.2669 -0.4708 0.4968
O 2.5723 2.1874 1.6458 -1.0088
H 1.8813 2.7690 2.0278 0.5134
H 2.9153 2.7027 0.9266 0.4772
O -1.6304 -5.8409 1.1610 -0.9638
H -2.1558 -5.0452 1.3449 0.5101
H -1.8480 -6.1193 0.2348 0.4836
O -0.4694 0.1085 3.3008 -0.9738
H 0.2319 -0.1782 2.7695 0.4871
H -1.2427 -0.4740 3.3878 0.4905
O -4.2333 -3.0040 -0.9896 -0.9325
H -4.7210 -2.3220 -1.3951 0.4650
H -3.5704 -3.3143 -1.6328 0.4711
O 1.7878 4.1945 -3.4694 -0.9406
H 2.5843 3.8409 -3.8506 0.4597
H 2.0373 4.2153 -2.5293 0.4798
O -1.5529 2.7844 1.6080 -0.9800
H -1.2172 2.0785 2.1300 0.4950
H -2.4369 2.4812 1.3356 0.4952
O 2.7508 -0.5644 0.9674 -1.0034
H 2.8926 -1.0254 1.7846 0.4687
H 2.8141 0.4006 1.2390 0.5175
O -4.2188 0.0504 1.8252 -0.9557
H -4.7617 -0.3648 2.4937 0.4741
H -3.6467 -0.6530 1.4763 0.4822

=====

Which structure loses on stability? i does.